#A
Entry from the OMol25 dataset: an isolated ion of composition C6H10N3O2 and charge +1 (ωB97M-V with the def2-TZVPD basis set).

Positions of all 21 atoms, in Å:
C 0.30 1.20 3.01
C -0.69 0.72 -1.09
C 1.00 -0.84 0.15
C -1.10 0.20 1.29
C -0.16 0.43 -2.41
C 1.87 -1.37 -0.94
N -0.55 0.84 2.18
N -0.25 -0.14 -0.06
N -2.25 -0.39 1.05
O -1.59 1.52 -0.91
O 1.33 -0.86 1.33
H 0.44 2.29 2.93
H 0.82 0.62 3.62
H -0.33 -0.51 -2.71
H 0.95 0.44 -2.56
H -0.46 1.17 -3.06
H 1.25 -2.06 -1.61
H 2.34 -0.54 -1.55
H 2.62 -2.01 -0.40
H -3.01 -0.18 1.71
H -2.53 -0.53 0.03

Its SMILES is C=NC(=[NH2+])N(C(C)=O)C(C)=O. Its charge is +1. The HOMO-LUMO gap comes out at 9.3 eV. The LUMO energy comes out at -4.91 eV.

Here are the natural (NBO) charges for atoms 1 to 4, given in e: atom 1 (C): 0.1921, atom 2 (C): 0.6884, atom 3 (C): 0.7111, atom 4 (C): 0.7208

***

#B
Entry from the OMol25 dataset: an isolated ion of composition C6H10N3O2 and charge +1 (ωB97M-V with the def2-TZVPD basis set).

Positions of all 21 atoms, in Å:
C -1.64 1.66 0.14
C 0.30 0.46 0.17
C -0.35 -0.70 0.03
C 1.81 0.73 0.23
C -2.33 0.39 0.68
C 1.45 -2.22 -0.05
N -0.39 1.67 -0.08
N 2.10 1.69 -0.74
N -1.85 -0.65 -0.14
O 2.48 0.36 1.14
O 0.05 -1.96 -0.20
H -2.10 2.49 -0.10
H -1.77 0.22 1.65
H -3.39 0.61 0.90
H 1.53 -3.34 -0.27
H 1.81 -1.90 0.95
H 1.94 -1.63 -0.78
H 1.45 2.21 -1.25
H 2.97 1.96 -1.02
H -1.94 -0.39 -1.24
H -2.14 -1.67 -0.01

Its SMILES is COC1=C(C(N)=O)N=CC[NH2+]1. Its charge is +1. The HOMO-LUMO gap comes out at 9.5 eV. The LUMO energy comes out at -3.98 eV.

Here are the natural (NBO) charges for atoms 1 to 4, given in e: atom 1 (C): 0.1135, atom 2 (C): -0.0784, atom 3 (C): 0.4607, atom 4 (C): 0.6618

***

Relative energy table, unit hartree: #A 0.0000; #B 0.0214

***

#A
Entry from the OMol25 dataset: CH5N2S as an isolated structure (ωB97M-V with the def2-TZVPD basis set).

Positions of all 9 atoms, in Å:
C 0.38 -0.02 0.49
N 1.63 0.26 0.26
N -0.59 -0.08 -0.36
S -2.16 -0.26 0.30
H 0.01 -0.31 1.53
H 2.46 0.17 0.82
H 2.04 0.38 -0.69
H -0.51 0.47 -1.24
H -3.26 -0.60 -1.12

Its charge is +1. The HOMO-LUMO gap comes out at 9.1 eV. The LUMO energy comes out at -4.86 eV.

Here are the natural (NBO) charges for atoms 1 to 4, given in e: atom 1 (C): 0.3855, atom 2 (N): -0.7198, atom 3 (N): -0.6653, atom 4 (S): 0.1842

***

#B
Entry from the OMol25 dataset: a 2-piece molecular cluster, CH5N2S overall (ωB97M-V with the def2-TZVPD basis set).

Positions of all 9 atoms, in Å:
C 0.44 0.15 -0.25
N 1.71 0.02 -0.49
N -0.20 -0.30 0.72
S -3.09 0.37 -0.26
H -0.07 0.68 -1.04
H 2.19 0.58 -1.18
H 2.39 -0.48 0.01
H -0.05 -0.96 1.48
H -3.33 -0.06 1.01

Its charge is +1. The HOMO-LUMO gap (alpha / beta) comes out at 5.6 / 5.8 eV. The LUMO energy (alpha / beta) comes out at -8.93 / -8.90 eV.

Here are the natural (NBO) charges for atoms 1 to 4, given in e: atom 1 (C): 0.3217, atom 2 (N): -0.7337, atom 3 (N): -0.6158, atom 4 (S): 0.4303

***

Relative energy table, unit hartree: #A 0.0000; #B 0.0740

***

#A
Entry from the OMol25 dataset: an isolated ion of composition CH5N2S and charge +1 (ωB97M-V with the def2-TZVPD basis set).

Positions of all 9 atoms, in Å:
C 0.64 0.24 0.53
N 1.33 -1.08 -0.15
N -0.50 0.47 -0.37
S 2.23 0.33 -0.22
H 0.36 0.27 1.63
H 1.80 -1.76 0.52
H 0.03 0.26 -1.28
H -0.74 1.52 -0.15
H -1.41 -0.17 -0.45

Its SMILES is [NH3+][C@H]1NS1. Its charge is +1. The HOMO-LUMO gap comes out at 9.8 eV. The LUMO energy comes out at -4.07 eV.

Here are the natural (NBO) charges for atoms 1 to 4, given in e: atom 1 (C): -0.1362, atom 2 (N): -0.7294, atom 3 (N): -0.7548, atom 4 (S): 0.4936

***

#B
Entry from the OMol25 dataset: a 2-piece molecular cluster, CH5N2S overall (ωB97M-V with the def2-TZVPD basis set).

Positions of all 9 atoms, in Å:
C -0.10 0.57 -0.57
N -1.42 -1.05 0.77
N 1.12 0.72 -0.44
S -0.87 -2.21 1.62
H -0.59 0.92 -1.44
H -1.58 -0.26 1.36
H 1.40 1.49 -1.10
H 1.88 0.39 0.24
H -1.07 -3.16 0.64

Its charge is +1. The HOMO-LUMO gap (alpha / beta) comes out at 8.8 / 6.9 eV. The LUMO energy (alpha / beta) comes out at -5.42 / -6.06 eV.

Here are the natural (NBO) charges for atoms 1 to 4, given in e: atom 1 (C): 0.2512, atom 2 (N): -0.7512, atom 3 (N): -0.6920, atom 4 (S): 0.6128

***

Relative energy table, unit hartree: #A 0.0000; #B 0.0767

***

#A
Entry from the OMol25 dataset: an isolated ion of composition CH5N2S and charge +1 (ωB97M-V with the def2-TZVPD basis set).

Positions of all 9 atoms, in Å:
C 0.74 -0.30 0.00
N 0.76 -0.96 -1.24
N -0.48 0.66 0.10
S 1.91 0.37 -1.18
H 0.96 -0.73 1.00
H 1.08 -1.92 -1.30
H -0.99 0.73 1.05
H -1.11 0.46 -0.69
H 0.00 1.47 -0.04

Its SMILES is [NH3+][C@H]1NS1. Its charge is +1. The HOMO-LUMO gap comes out at 9.8 eV. The LUMO energy comes out at -4.08 eV.

Here are the natural (NBO) charges for atoms 1 to 4, given in e: atom 1 (C): -0.0466, atom 2 (N): -0.6863, atom 3 (N): -0.6998, atom 4 (S): 0.3876

***

#B
Entry from the OMol25 dataset: an isolated ion of composition CH5N2S and charge +1 (ωB97M-V with the def2-TZVPD basis set).

Positions of all 9 atoms, in Å:
C 0.69 -0.36 -0.18
N -0.55 -0.72 -0.27
N 0.99 0.96 -0.21
S -2.00 0.18 -0.19
H 1.37 -1.14 -0.07
H -0.66 -1.74 -0.11
H 0.22 1.61 -0.28
H -1.94 -0.02 1.14
H 1.88 1.24 0.17

Its SMILES is [NH2+]=CNS. Its charge is +1. The HOMO-LUMO gap comes out at 10.9 eV. The LUMO energy comes out at -4.30 eV.

Here are the natural (NBO) charges for atoms 1 to 4, given in e: atom 1 (C): 0.4023, atom 2 (N): -0.6606, atom 3 (N): -0.7170, atom 4 (S): 0.2835

***

Relative energy table, unit hartree: #A 0.0590; #B 0.0000

***

#A
Entry from the OMol25 dataset: C23H26F5N5OS5V as an isolated structure (ωB97M-V with the def2-TZVPD basis set).

Positions of all 66 atoms, in Å:
V 0.45 0.36 -0.73
C 1.79 2.36 4.41
C 2.90 2.62 3.41
N 2.47 3.36 2.23
C 2.48 4.81 2.30
C 1.11 5.43 2.57
C 1.94 2.73 1.15
S 1.85 1.04 1.17
N 1.58 3.60 0.16
C 0.78 3.33 -0.87
O 0.02 2.32 -1.06
C 0.64 4.45 -1.90
C 1.29 5.66 -1.75
C 1.16 6.66 -2.70
C 0.36 6.45 -3.82
C -0.29 5.23 -3.97
C -0.15 4.23 -3.02
H 2.17 1.77 5.25
H 0.99 1.79 3.94
H 1.38 3.29 4.81
H 3.33 1.68 3.08
H 3.70 3.21 3.87
H 2.87 5.20 1.36
H 3.17 5.10 3.09
H 0.41 5.15 1.79
H 1.19 6.52 2.59
H 0.71 5.10 3.53
H 1.91 5.81 -0.88
H 1.67 7.61 -2.57
H 0.24 7.22 -4.57
H -0.91 5.05 -4.84
H -0.65 3.28 -3.13
N 0.04 -1.89 1.01
N 0.25 -3.10 1.69
C 1.44 -3.49 2.15
N 1.36 -4.69 2.86
S 2.88 -2.69 2.00
H -0.56 -1.31 1.60
H -0.49 -2.10 0.16
H -0.58 -3.54 2.07
H 0.71 -5.36 2.48
H 2.28 -5.07 3.03
C 2.17 -1.69 -4.62
C 1.30 -1.23 -3.46
S 2.19 -0.38 -2.19
C -0.03 -1.46 -3.42
C -0.75 -2.18 -4.53
S -1.10 -0.93 -2.12
H 3.21 -1.50 -4.39
H 1.92 -1.16 -5.54
H 2.06 -2.76 -4.81
H -0.07 -2.57 -5.30
H -1.47 -1.51 -5.02
H -1.33 -3.01 -4.13
F -4.71 3.03 6.04
C -4.28 2.13 5.13
C -5.11 1.75 4.08
F -6.34 2.29 4.00
C -4.67 0.83 3.15
F -5.53 0.50 2.18
C -3.40 0.24 3.20
S -2.85 -0.92 2.05
C -2.60 0.66 4.28
F -1.36 0.16 4.42
C -3.02 1.58 5.21
F -2.21 1.95 6.23

Its charge is -2. The HOMO-LUMO gap (alpha / beta) comes out at 5.1 / 5.4 eV. As for the spin multiplicity: 4. The LUMO energy (alpha / beta) comes out at 4.31 / 4.31 eV.

Here are the natural (NBO) charges for atoms 1 to 4, given in e: atom 1 (V): 0.9428, atom 2 (C): -0.6201, atom 3 (C): -0.2114, atom 4 (N): -0.4233

***

#B
Entry from the OMol25 dataset: C23H26F5N5OS5V as an isolated structure (ωB97M-V with the def2-TZVPD basis set).

Positions of all 66 atoms, in Å:
V -0.09 -0.25 -0.74
C -1.47 -0.69 4.74
C -2.00 -1.90 3.98
N -2.88 -1.56 2.87
C -4.25 -1.19 3.20
C -4.53 0.32 3.29
C -2.42 -1.37 1.57
S -0.79 -1.89 1.18
N -3.33 -0.92 0.74
C -3.05 -0.49 -0.51
O -1.79 -0.15 -0.87
C -4.08 -0.28 -1.47
C -3.76 0.18 -2.77
C -4.76 0.36 -3.71
C -6.10 0.10 -3.41
C -6.42 -0.35 -2.13
C -5.44 -0.54 -1.17
H -0.72 -1.00 5.48
H -2.27 -0.16 5.27
H -0.98 0.00 4.05
H -2.56 -2.56 4.65
H -1.16 -2.46 3.58
H -4.47 -1.65 4.17
H -4.91 -1.62 2.46
H -3.92 0.79 4.06
H -5.58 0.49 3.52
H -4.30 0.78 2.33
H -2.73 0.38 -3.01
H -4.49 0.71 -4.71
H -6.87 0.25 -4.15
H -7.46 -0.56 -1.88
H -5.69 -0.89 -0.17
N 1.56 0.06 0.66
N 1.99 1.41 0.71
C 2.00 2.15 1.80
N 2.40 3.44 1.58
S 1.53 1.62 3.33
H 1.33 -0.21 1.61
H 2.42 -0.45 0.41
H 2.24 1.77 -0.20
H 2.97 3.62 0.77
H 2.65 3.94 2.41
C 0.79 1.33 -4.95
C 0.77 0.51 -3.68
S 0.76 1.43 -2.16
C 0.75 -0.83 -3.68
C 0.71 -1.61 -4.98
S 0.85 -1.79 -2.20
H 1.19 2.32 -4.75
H -0.22 1.47 -5.36
H 1.41 0.87 -5.73
H 1.72 -1.85 -5.33
H 0.19 -1.07 -5.77
H 0.19 -2.56 -4.81
F 9.40 1.68 1.25
C 8.28 0.97 1.04
C 8.32 -0.39 0.90
F 9.51 -1.02 0.97
C 7.16 -1.12 0.69
F 7.31 -2.44 0.57
C 5.89 -0.54 0.61
S 4.46 -1.49 0.35
C 5.90 0.85 0.75
F 4.75 1.55 0.70
C 7.05 1.59 0.96
F 6.99 2.93 1.10

Its charge is -2. The HOMO-LUMO gap (alpha / beta) comes out at 4.8 / 6.3 eV. As for the spin multiplicity: 4. The LUMO energy (alpha / beta) comes out at 4.31 / 4.31 eV.

Here are the natural (NBO) charges for atoms 1 to 4, given in e: atom 1 (V): 1.0393, atom 2 (C): -0.6255, atom 3 (C): -0.2090, atom 4 (N): -0.4479

***

Relative energy table, unit hartree: #A 0.0114; #B 0.0000

***

#A
Entry from the OMol25 dataset: an isolated molecule of C4H3NO2S (ωB97M-V with the def2-TZVPD basis set).

Positions of all 11 atoms, in Å:
C 0.43 0.68 0.76
C 1.72 0.16 0.63
C 1.04 -1.26 -1.06
C -0.51 0.28 -0.20
N 1.78 -0.68 -0.37
O -2.83 -0.51 1.00
O -2.96 0.31 -1.29
S -2.23 0.28 0.01
H 0.22 1.28 1.66
H 2.66 0.55 0.96
H 0.68 -1.09 -2.10

Its charge is 0. The HOMO-LUMO gap comes out at 6.7 eV. The LUMO energy comes out at -2.02 eV.

Here are the natural (NBO) charges for atoms 1 to 4, given in e: atom 1 (C): -0.2306, atom 2 (C): -0.1720, atom 3 (C): 0.1796, atom 4 (C): -0.5394

***

#B
Entry from the OMol25 dataset: an isolated molecule of C4H3NO2S (ωB97M-V with the def2-TZVPD basis set).

Positions of all 11 atoms, in Å:
C -1.51 0.58 0.19
C -0.04 0.01 0.35
C 0.40 -1.30 0.07
C 1.00 0.82 -0.37
H -1.55 1.63 0.80
H 0.29 0.14 1.45
H -0.24 -2.14 0.53
N 1.51 -1.50 -0.58
O 1.81 -0.15 -1.05
O 0.95 2.07 -0.56
S -2.63 -0.17 -0.83

Its SMILES is O=C1ON=C[C@@H]1C=S. Its charge is 0. The HOMO-LUMO gap comes out at 8.4 eV. The LUMO energy comes out at -1.38 eV.

Here are the natural (NBO) charges for atoms 1 to 4, given in e: atom 1 (C): -0.2209, atom 2 (C): -0.5201, atom 3 (C): 0.0678, atom 4 (C): 0.7769

***

Relative energy table, unit hartree: #A 0.1130; #B 0.0000

***

#A
Entry from the OMol25 dataset: a 3-piece molecular cluster, CH8N2O2 overall (ωB97M-V with the def2-TZVPD basis set).

Positions of all 13 atoms, in Å:
N -0.50 -0.57 0.74
C -1.58 0.13 0.17
N -2.50 -0.62 -0.46
H 0.43 -0.21 0.45
H -0.63 -1.56 0.55
H -1.05 0.84 -0.53
H -1.97 0.78 0.98
H 2.00 0.61 -0.18
H 2.07 2.24 -0.42
O 1.52 1.53 -0.07
H -3.39 -0.12 -0.43
H 2.67 -1.59 -0.29
O 2.17 -0.78 -0.24

Its charge is 0. The HOMO-LUMO gap comes out at 4.2 eV. The LUMO energy comes out at -4.15 eV.

Here are the natural (NBO) charges for atoms 1 to 4, given in e: atom 1 (N): -0.5822, atom 2 (C): -0.2343, atom 3 (N): -0.3529, atom 4 (H): 0.4746

***

#B
Entry from the OMol25 dataset: a 3-piece molecular cluster, CH8N2O2 overall (ωB97M-V with the def2-TZVPD basis set).

Positions of all 13 atoms, in Å:
N 1.14 0.34 -0.51
C 0.44 0.64 -1.63
N -0.84 0.71 -1.61
H 0.86 0.54 0.43
H 2.00 -0.15 -0.68
H 0.98 0.82 -2.56
H -1.19 0.84 -2.55
H 0.02 -0.85 2.13
H 0.47 0.44 2.78
O 0.84 -0.38 2.40
H -1.53 -1.76 0.68
H -1.46 -0.33 0.17
O -1.74 -0.86 0.94

Its SMILES is [H]/N=C/N.O.O. Its charge is 0. The HOMO-LUMO gap comes out at 10.3 eV. The LUMO energy comes out at 0.86 eV.

Here are the natural (NBO) charges for atoms 1 to 4, given in e: atom 1 (N): -0.8380, atom 2 (C): 0.2851, atom 3 (N): -0.7599, atom 4 (H): 0.4277

***

Relative energy table, unit hartree: #A 0.2411; #B 0.0000